(1)
Entry from the OMol25 dataset: a molecular structure, C38H35ErO2P2 in a non-equilibrium geometry (ωB97M-V/def2-TZVPD).

Each line ends with the Löwdin spin population.
Positions of all 78 atoms, in Å:
1 C 0.6979 -1.1412 -2.3165  0.00
2 C -0.3252 -1.5956 -1.4663  0.00
3 C -1.6359 -1.7430 -1.9494  0.00
4 C -1.8990 -1.5149 -3.2937  0.00
5 C -0.8643 -1.1439 -4.1513  0.00
6 C 0.4300 -0.9374 -3.6613  0.00
7 P 0.0530 -1.8024 0.3025  0.00
8 C -1.2843 -2.9188 0.9041  0.00
9 C -2.4058 -2.4526 1.6352  0.00
10 C -3.4005 -3.3707 1.9770  0.00
11 C -3.3334 -4.6964 1.5387  0.00
12 C -2.2421 -5.1375 0.7794  0.00
13 C -1.1987 -4.2554 0.4830  0.00
14 Er -0.9717 0.0952 1.8286  3.02
15 P 0.0738 1.7922 0.0872  0.00
16 C -1.3225 1.9099 -1.0877  0.00
17 C -1.1028 2.2169 -2.4379  0.00
18 C -2.1725 2.2563 -3.3317  0.00
19 C -3.4574 1.9114 -2.8998  0.00
20 C -3.6726 1.5540 -1.5683  0.00
21 C -2.6262 1.5795 -0.6447  0.00
22 C -0.1399 3.1857 1.2871  0.00
23 C 0.7109 3.2328 2.4086  0.00
24 C 0.4732 4.1641 3.4154  0.00
25 C -0.6020 5.0547 3.3060  0.00
26 C -1.4364 5.0260 2.1772  0.00
27 C -1.2009 4.0970 1.1594  0.00
28 C 1.6305 2.0962 -0.7202  0.00
29 C 2.7158 1.2096 -0.5532  0.00
30 C 3.9257 1.5118 -1.1656  0.00
31 C 4.0761 2.6852 -1.9075  0.00
32 C 3.0050 3.5733 -2.0430  0.00
33 C 1.7793 3.2880 -1.4403  0.00
34 C 1.6067 -2.7109 0.3721  0.00
35 C 2.0173 -3.4875 -0.7198  0.00
36 C 3.2419 -4.1565 -0.6597  0.00
37 C 4.0320 -4.0570 0.4899  0.00
38 C 3.6076 -3.2982 1.5877  0.00
39 C 2.3974 -2.6158 1.5351  0.00
40 H 1.5253 2.5062 2.5046  0.00
41 H 1.1241 4.1970 4.2879  0.00
42 H -0.7855 5.7703 4.1086  0.00
43 H -2.2644 5.7267 2.0981  0.00
44 H -1.8550 4.0372 0.2913  0.00
45 H -0.0864 2.4179 -2.7826  0.00
46 H -2.0005 2.5497 -4.3672  0.00
47 H -4.2900 1.9314 -3.6002  0.00
48 H -4.6686 1.2677 -1.2322  0.00
49 H -2.8590 1.3891 0.4236  0.00
50 H 2.6100 0.3112 0.0616  0.00
51 H 4.7604 0.8176 -1.0514  0.00
52 H 5.0380 2.9040 -2.3797  0.00
53 H 3.1180 4.4918 -2.6188  0.00
54 H 0.9402 3.9840 -1.5210  0.00
55 H 1.4086 -3.5661 -1.6220  0.00
56 H 3.5681 -4.7524 -1.5095  0.00
57 H 4.9865 -4.5793 0.5396  0.00
58 H 4.2219 -3.2433 2.4860  0.00
59 H 2.0583 -2.0016 2.3743  0.00
60 H -2.6317 -1.3774 1.8839  0.00
61 H -4.2525 -3.0216 2.5635  0.00
62 H -4.1465 -5.3777 1.7851  0.00
63 H -2.2091 -6.1682 0.4232  0.00
64 H -0.3297 -4.5803 -0.0874  0.00
65 H -2.4422 -2.0284 -1.2730  0.00
66 H -2.9177 -1.6102 -3.6756  0.00
67 H -1.0787 -0.9618 -5.2024  0.00
68 H 1.2257 -0.5958 -4.3236  0.00
69 H 1.6972 -0.9505 -1.9144  0.00
70 H -0.0473 0.6553 -6.0577  0.00
71 H 0.6116 0.5045 -5.7226  0.00
72 C 0.3187 -0.0484 5.7566  0.00
73 C -0.1532 0.0471 4.3375  0.00
74 O -1.3893 0.3055 4.0281  0.00
75 O 0.6713 -0.1322 3.3428  0.00
76 H 0.3065 0.9341 6.2324  0.00
77 H 1.3486 -0.4358 5.7975  0.00
78 H -0.3114 -0.7214 6.3592  0.00

Properties
LUMO level (spin up / spin down), eV: -5.99 / -5.86
Spin multiplicity: 4
Orbital gap (spin up / spin down), eV: 8.08 / 8.20
Charge: +2



(2)
Entry from the OMol25 dataset: 2 unconnected molecules or ions with the total composition C10H23O6PS in a non-equilibrium geometry (ωB97M-V/def2-TZVPD).

Each line ends with the Mulliken charge.
Positions of all 41 atoms, in Å:
1 C 0.7768 -4.6279 1.3780  -1.01
2 C 0.1983 -3.3342 0.6102  -0.33
3 O -0.1684 -2.3354 1.5276  -0.30
4 P 0.9413 -1.5336 2.3507  0.94
5 O 1.5457 -2.2675 3.4855  -0.80
6 O 0.1977 -0.2083 2.9177  -0.38
7 C -0.7288 0.4355 2.1180  0.40
8 C -1.0184 1.7435 2.6441  -1.34
9 O 1.9627 -1.1238 1.1978  -0.20
10 C 3.0802 -0.2438 1.3686  -0.40
11 C 2.8182 1.1568 0.8620  -0.84
12 H -0.1135 -5.1778 1.6830  0.30
13 H 1.2922 -5.4517 0.8843  0.35
14 H 1.2338 -4.3032 2.3128  0.27
15 H 1.0544 -2.9746 0.0394  0.21
16 H -0.6181 -3.4438 -0.1037  0.42
17 H -0.3205 0.6107 1.1226  -0.18
18 H -1.5409 -0.2486 1.8718  0.43
19 H -1.5958 1.5136 3.5396  0.36
20 H -0.1497 2.3952 2.7382  0.28
21 H -1.6523 2.3636 2.0103  0.36
22 H 3.3220 -0.2140 2.4310  0.35
23 H 3.7615 -0.7333 0.6726  0.31
24 H 3.7273 1.6751 1.1669  0.40
25 H 2.4851 1.3171 -0.1634  0.22
26 H 2.1067 1.5121 1.6075  0.15
27 O -2.3874 0.6357 -0.8012  -0.66
28 S -1.5949 1.7225 -1.3410  1.20
29 O -0.9912 2.7134 -0.4167  -0.69
30 C -0.3485 1.0979 -2.4556  -0.55
31 C -1.1246 0.6386 -3.6330  -0.59
32 C -1.9773 1.7608 -3.9304  -0.69
33 C -2.4992 2.5465 -2.6745  -0.61
34 H 0.1262 0.2045 -2.0499  0.25
35 H 0.2667 1.9442 -2.7611  0.36
36 H -0.4469 0.4474 -4.4650  0.34
37 H -1.7673 -0.2123 -3.4071  0.36
38 H -2.7918 1.4541 -4.5867  0.29
39 H -1.3221 2.4838 -4.4161  0.30
40 H -3.5743 2.4890 -2.5045  0.41
41 H -2.1648 3.5722 -2.8303  0.28

Properties
LUMO level, eV: 0.26
Orbital gap, eV: 10.27
Charge: 0
Structure (SMILES): CCOP(=O)(OCC)OCC.O=S1(=O)CCCC1



(3)
Entry from the OMol25 dataset: a molecular structure, C38H58F6N6NiO6P3S2Se (ωB97M-V/def2-TZVPD).

Each line ends with the Mulliken charge.
Positions of all 121 atoms, in Å:
1 Ni -0.3244 -0.7536 -0.0676  0.50
2 C -0.4523 1.1674 4.2261  -1.78
3 C 0.6524 0.3616 3.5374  1.27
4 C 1.6531 -0.1477 4.5748  -1.50
5 P 0.0054 -0.9261 2.3601  0.23
6 C -1.3099 -1.9198 3.2092  2.44
7 C -2.6058 -1.0909 3.2874  -2.05
8 C -1.0396 -2.5359 4.5839  -1.74
9 C 1.5095 -1.9314 2.0852  -0.71
10 C 2.1038 -2.8669 2.9335  -0.38
11 C 3.2912 -3.5112 2.6113  0.91
12 C 3.9058 -4.5357 3.5295  -1.88
13 C 3.9149 -3.1550 1.4143  -1.30
14 C 3.3710 -2.2039 0.5769  0.31
15 C 2.1568 -1.5829 0.8916  -0.33
16 N 1.5394 -0.6674 0.0395  1.38
17 C 2.2326 0.3536 -0.5761  -0.22
18 C 3.4717 0.8404 -0.1453  -0.07
19 C 4.0879 1.8828 -0.8172  -1.19
20 C 3.5245 2.4778 -1.9452  -0.11
21 C 4.2209 3.5830 -2.6959  -1.44
22 C 2.2920 1.9921 -2.3713  -0.16
23 C 1.6410 0.9696 -1.6956  -0.17
24 P 0.1183 0.1447 -2.2068  1.09
25 C 0.7600 -0.8351 -3.6441  0.85
26 C -0.3458 -1.5421 -4.4499  -2.13
27 C 1.9065 -1.7484 -3.1780  -2.23
28 C -1.1137 1.2621 -3.0085  1.07
29 C -0.7099 1.9057 -4.3376  -1.71
30 C -1.6017 2.3457 -2.0599  -1.26
31 H -0.0195 2.0795 4.6392  0.53
32 H -0.8825 0.6045 5.0564  0.32
33 H -1.2504 1.4632 3.5479  0.25
34 H 1.1871 1.0342 2.8601  0.18
35 H 1.2134 -0.8891 5.2447  0.19
36 H 1.9669 0.6981 5.1902  0.52
37 H 2.5442 -0.5767 4.1215  0.28
38 H -1.4960 -2.7086 2.4691  -0.61
39 H -2.5798 -0.4149 4.1385  0.46
40 H -3.4594 -1.7548 3.4245  0.53
41 H -2.7864 -0.5081 2.3846  0.30
42 H -0.9383 -1.7601 5.3426  0.34
43 H -0.1430 -3.1536 4.6423  0.24
44 H -1.8938 -3.1530 4.8753  0.48
45 H 1.6650 -3.0762 3.9027  0.08
46 H 3.3031 -4.6765 4.4285  0.35
47 H 4.9026 -4.2317 3.8515  0.43
48 H 4.0129 -5.5031 3.0332  0.38
49 H 4.8466 -3.6348 1.1371  0.42
50 H 3.8744 -1.9419 -0.3458  0.60
51 H 3.9436 0.4111 0.7288  0.59
52 H 5.0460 2.2410 -0.4563  0.32
53 H 5.1604 3.8545 -2.2154  0.40
54 H 3.6012 4.4797 -2.7590  0.26
55 H 4.4484 3.2838 -3.7206  0.34
56 H 1.8393 2.4279 -3.2541  0.23
57 H 1.2008 -0.0717 -4.2901  0.92
58 H -1.2549 -1.7328 -3.8767  0.49
59 H 0.0237 -2.4821 -4.8707  0.49
60 H -0.6570 -0.9394 -5.3017  0.32
61 H 1.7522 -2.1417 -2.1654  0.37
62 H 2.8431 -1.1944 -3.1316  0.33
63 H 2.0537 -2.5791 -3.8729  0.53
64 H -1.9447 0.5695 -3.1986  0.49
65 H 0.0689 2.6541 -4.1953  0.24
66 H -1.5786 2.4271 -4.7439  0.48
67 H -0.3751 1.1997 -5.0951  0.35
68 H -0.8089 3.0776 -1.8957  0.19
69 H -1.8961 1.9541 -1.0908  -0.21
70 H -2.4524 2.8574 -2.5108  0.73
71 C -2.2025 5.1226 0.5473  -1.28
72 N -0.8211 5.1886 0.1166  0.48
73 C 0.1185 4.2396 0.3375  -0.49
74 Se -0.0645 2.6253 1.1768  -0.28
75 N 1.2683 4.6916 -0.2201  0.19
76 C 1.0789 5.9409 -0.7943  0.57
77 C 1.9284 6.8118 -1.4562  -0.80
78 C 1.3794 8.0002 -1.9143  -0.56
79 C 0.0319 8.3063 -1.7149  -0.70
80 C -0.8151 7.4368 -1.0444  -0.67
81 C -0.2624 6.2525 -0.5860  0.80
82 H -2.3010 4.2919 1.2405  0.37
83 H -2.8599 4.9603 -0.3076  0.35
84 H -2.4727 6.0538 1.0435  0.40
85 H 2.1094 4.1343 -0.2124  0.02
86 H 2.9751 6.5832 -1.6023  0.47
87 H 2.0104 8.7077 -2.4346  0.41
88 H -0.3583 9.2434 -2.0875  0.40
89 H -1.8582 7.6751 -0.8875  0.45
90 F -3.4617 -4.0345 -0.5802  -0.21
91 C -3.9341 -2.9209 0.0067  0.28
92 F -5.2485 -2.9633 -0.0680  -0.23
93 F -3.5507 -2.9519 1.2726  -0.11
94 S -3.2605 -1.3991 -0.8958  0.45
95 O -2.3473 -0.7635 0.0574  0.68
96 O -2.6418 -1.9326 -2.0891  -0.92
97 N -4.5094 -0.5710 -1.2679  -0.58
98 S -5.5278 -0.0668 -0.1141  0.84
99 O -5.1844 -0.6052 1.1712  -0.50
100 O -6.8557 -0.1348 -0.6161  -0.64
101 C -5.1751 1.7374 0.0190  0.72
102 F -6.1609 2.3128 0.6962  -0.22
103 F -4.0334 1.9392 0.6745  -0.15
104 F -5.0929 2.3007 -1.1856  -0.22
105 N -0.4963 -3.7831 -2.6956  0.34
106 C -0.8714 -4.9626 -1.8506  -0.70
107 P -0.0753 -4.5738 -0.2416  1.06
108 O 1.3530 -4.9665 -0.3760  -0.95
109 O -0.4542 -3.1887 0.1917  -1.41
110 C -0.7382 -5.6982 1.0624  -0.68
111 N 0.1807 -5.3329 2.1935  0.04
112 H 0.5133 -3.6058 -2.6608  0.23
113 H -0.9935 -2.9500 -2.3215  -0.69
114 H -0.7730 -3.8915 -3.6701  0.52
115 H -0.4491 -5.8660 -2.2831  0.55
116 H -1.9514 -5.0067 -1.8306  0.46
117 H -0.5735 -6.7478 0.8294  0.48
118 H -1.7677 -5.5135 1.3601  0.39
119 H 0.0180 -4.3590 2.4781  -0.49
120 H 1.1517 -5.3506 1.8378  0.32
121 H 0.0899 -5.9406 3.0059  0.41

Properties
LUMO level (spin up / spin down), eV: -2.43 / -2.43
Orbital gap (spin up / spin down), eV: 6.60 / 6.61
Charge: +1